{
  "formula": "C27H52BrFO9S7",
  "method": "the ωB97M-V functional and the def2-TZVPD basis",
  "homo_energy_ev": -8.38,
  "largest_force_ha_per_bohr": 0.161,
  "e_lumo_ev": -2.1607,
  "homo_lumo_gap_ev": 6.215,
  "species": ["C", "C", "C", "F", "C", "C", "C", "C", "C", "C", "C", "O", "C", "C", "Br", "C", "O", "H", "H", "H", "H", "H", "H", "H", "H", "H", "H", "C", "S", "O", "C", "H", "H", "H", "H", "H", "H", "C", "S", "O", "C", "H", "H", "H", "H", "H", "H", "C", "S", "O", "C", "H", "H", "H", "H", "H", "H", "C", "S", "O", "C", "H", "H", "H", "H", "H", "H", "C", "S", "O", "C", "H", "H", "H", "H", "H", "H", "C", "S", "O", "C", "H", "H", "H", "H", "H", "H", "C", "S", "O", "C", "H", "H", "H", "H", "H", "H"],
  "xyz": [[1.3647, 3.2073, 0.7201], [0.7693, 3.7634, -0.7365], [0.4127, 2.5053, -1.7771], [0.0113, 2.9650, -3.1311], [-0.6247, 1.4066, -1.1238], [-0.0044, -0.0861, -0.6954], [-0.9297, -1.2850, -0.0033], [-2.5349, -0.8892, 0.2405], [-3.1401, 0.5988, -0.1812], [-2.2053, 1.7795, -0.8971], [-2.9498, 3.1831, -1.3012], [-2.3684, 4.2565, -1.8629], [-4.5983, 3.3198, -1.0566], [-5.4434, 2.2738, -0.4192], [-7.4551, 2.5050, -0.1956], [-4.7261, 0.9046, 0.1271], [-5.3775, -0.0130, 0.8786], [0.6175, 3.5410, 1.5711], [2.3890, 3.7723, 0.9353], [1.4748, 2.0412, 0.7533], [-0.1714, 4.4078, -0.4629], [1.5935, 4.4567, -1.1999], [1.4470, 1.9305, -1.9176], [1.1406, -0.3636, -0.8536], [-0.4815, -2.3288, 0.3135], [-3.1920, -1.7171, 0.7570], [-5.1577, 4.3114, -1.4147], [2.3763, 3.1789, 5.3579], [1.1358, 1.9072, 5.0154], [0.9318, 1.8648, 3.5299], [-0.2589, 2.8108, 5.7305], [3.3364, 2.8439, 4.9590], [2.0921, 4.1177, 4.8763], [2.4638, 3.3221, 6.4372], [-0.3796, 3.7725, 5.2257], [-0.0845, 2.9663, 6.7977], [-1.1647, 2.2151, 5.5956], [-0.4540, -2.5315, 3.4725], [0.6347, -3.9429, 3.1627], [0.1223, -4.6482, 1.9420], [0.1110, -4.9015, 4.6049], [-0.3242, -1.8087, 2.6639], [-1.4954, -2.8614, 3.4994], [-0.1838, -2.0636, 4.4218], [-0.9655, -5.0844, 4.5615], [0.3624, -4.3555, 5.5172], [0.6409, -5.8568, 4.5982], [-6.1741, -0.0207, 6.0199], [-5.3100, -1.4716, 5.3707], [-3.8473, -1.1421, 5.3247], [-5.9524, -1.3315, 3.6852], [-5.8904, 0.1131, 7.0663], [-5.8907, 0.8686, 5.4517], [-7.2529, -0.1793, 5.9557], [-5.6828, -0.3608, 3.2617], [-7.0388, -1.4468, 3.6978], [-5.5120, -2.1260, 3.0784], [4.3173, -3.9363, 2.6428], [4.2611, -5.3747, 3.7387], [3.2657, -5.0782, 4.8211], [5.9125, -5.1393, 4.4390], [3.3605, -3.8593, 2.1214], [4.4856, -3.0279, 3.2264], [5.1178, -4.0660, 1.9111], [5.9818, -4.1562, 4.9113], [6.6607, -5.2293, 3.6480], [6.0854, -5.9143, 5.1894], [-1.5974, 2.1833, -5.7766], [-2.8761, 0.9462, -5.4489], [-2.5121, -0.2920, -6.2135], [-4.1880, 1.7871, -6.3681], [-0.6630, 1.8458, -5.3224], [-1.4553, 2.2980, -6.8539], [-1.8904, 3.1375, -5.3329], [-3.8852, 1.9263, -7.4089], [-4.3958, 2.7546, -5.9050], [-5.0882, 1.1691, -6.3326], [4.9079, -2.4247, -2.5705], [3.9648, -3.3896, -1.3653], [4.6819, -3.2945, -0.0512], [4.3501, -5.0065, -2.0796], [4.8419, -1.3688, -2.2982], [5.9553, -2.7359, -2.5614], [4.4824, -2.5680, -3.5662], [5.4322, -5.1577, -2.1008], [3.9430, -5.0649, -3.0917], [3.8889, -5.7790, -1.4597], [2.4182, 4.3137, -7.7707], [2.5256, 2.5537, -7.3656], [3.9698, 2.1580, -7.4543], [1.7074, 1.9669, -8.8687], [2.9075, 4.8832, -6.9773], [2.9216, 4.5102, -8.7204], [1.3688, 4.6104, -7.8336], [2.2550, 2.3090, -9.7504], [0.6813, 2.3410, -8.8956], [1.6933, 0.8746, -8.8527]],
  "forces_ev_per_a": [[-0.289, 0.757, -0.081], [-0.170, -0.147, 0.459], [1.175, -0.384, 0.898], [0.549, -0.961, 2.893], [-1.875, -1.624, 0.763], [-3.587, -0.129, 0.933], [-1.991, 5.183, -1.418], [2.645, 2.198, -1.303], [2.316, -0.372, -0.597], [0.931, -3.383, 1.195], [1.413, 3.601, -2.031], [-3.328, -6.704, 3.499], [-2.010, -2.511, 1.483], [3.439, 1.637, -1.386], [2.823, -0.383, -0.242], [-1.752, -4.063, 3.095], [3.554, 5.821, -4.704], [1.602, -0.979, -1.754], [-2.113, -1.526, -0.462], [-0.072, 2.355, 0.027], [1.749, -1.340, -1.024], [-1.786, -1.461, 0.517], [-2.325, 1.163, 0.076], [-2.719, 1.008, 0.225], [-1.064, 2.306, -0.754], [1.191, 2.149, -1.233], [1.737, -2.338, 0.778], [0.050, 0.108, -0.068], [-0.112, 0.034, -0.412], [0.087, 0.151, 0.737], [-0.098, 0.076, -0.044], [-0.185, -0.062, 0.023], [-0.049, -0.116, -0.005], [-0.040, -0.072, -0.065], [0.086, -0.101, -0.024], [0.040, -0.066, -0.082], [0.195, -0.030, -0.032], [-0.120, -0.050, -0.077], [-0.176, -0.016, 0.236], [-0.063, 0.258, 0.157], [-0.097, -0.159, -0.016], [0.084, -0.090, 0.128], [0.083, -0.019, 0.028], [0.014, -0.063, -0.086], [0.054, 0.126, -0.130], [0.089, -0.028, -0.158], [0.066, 0.264, -0.069], [0.034, 0.132, 0.024], [0.307, 0.129, -0.131], [-0.607, -0.020, -0.037], [0.072, 0.109, 0.019], [0.023, -0.122, -0.145], [0.036, -0.128, -0.017], [0.089, -0.056, -0.011], [0.020, -0.139, 0.085], [0.083, -0.023, 0.062], [-0.010, 0.100, 0.166], [0.049, -0.148, 0.224], [-0.122, 0.436, 0.036], [0.365, -0.093, -0.203], [0.056, 0.013, 0.149], [0.231, -0.134, 0.110], [-0.041, -0.127, 0.089], [-0.199, -0.067, 0.169], [-0.102, -0.065, -0.066], [-0.122, -0.012, 0.011], [-0.113, 0.059, -0.118], [0.089, 0.001, -0.081], [0.220, -0.300, -0.295], [-0.179, 0.682, 0.246], [-0.067, 0.008, -0.125], [-0.215, -0.001, 0.025], [-0.120, -0.110, 0.022], [0.016, -0.108, 0.067], [0.049, -0.064, 0.100], [0.056, -0.086, 0.029], [0.183, 0.007, 0.062], [0.104, 0.032, -0.004], [0.262, 0.000, 0.138], [-0.142, 0.019, -0.921], [0.069, -0.091, 0.039], [-0.061, -0.173, 0.045], [-0.108, -0.028, 0.075], [-0.030, -0.007, 0.102], [-0.079, 0.112, 0.049], [-0.015, 0.068, 0.102], [-0.003, 0.202, -0.017], [0.068, 0.090, -0.069], [0.474, -0.112, -0.102], [-0.728, 0.254, -0.065], [0.036, -0.030, -0.124], [-0.055, -0.189, -0.047], [-0.009, -0.109, 0.076], [0.049, -0.076, 0.044], [0.025, 0.009, 0.134], [0.075, -0.023, 0.069], [0.038, 0.162, 0.119]],
  "lowdin_charge": [-0.130, -0.176, -0.223, -0.106, -0.020, 0.023, -0.001, 0.043, -0.007, 0.029, -0.183, -0.044, -0.007, -0.488, 0.607, -0.223, -0.082, 0.072, 0.085, 0.067, 0.101, 0.113, 0.150, 0.101, 0.092, 0.105, 0.133, -0.272, 0.812, -0.569, -0.268, 0.050, 0.056, 0.051, 0.057, 0.052, 0.051, -0.256, 0.793, -0.570, -0.264, 0.022, 0.057, 0.058, 0.056, 0.058, 0.045, -0.276, 0.804, -0.574, -0.275, 0.047, 0.056, 0.051, 0.038, 0.056, 0.050, -0.289, 0.819, -0.581, -0.275, 0.016, 0.066, 0.029, 0.055, 0.051, 0.046, -0.276, 0.802, -0.562, -0.275, 0.038, 0.046, 0.054, 0.055, 0.050, 0.049, -0.268, 0.827, -0.569, -0.264, 0.050, 0.058, 0.054, 0.058, 0.054, 0.053, -0.273, 0.796, -0.563, -0.271, 0.050, 0.057, 0.050, 0.057, 0.045, 0.053]
}

{
  "formula": "C6H12N2",
  "method": "the ωB97M-V functional and the def2-TZVPD basis",
  "homo_energy_ev": -8.86,
  "largest_force_ha_per_bohr": 0.089,
  "e_above_lowest_kj_mol": 336.0,
  "e_lumo_ev": 1.0174,
  "homo_lumo_gap_ev": 9.875,
  "species": ["C", "N", "C", "C", "C", "C", "C", "N", "H", "H", "H", "H", "H", "H", "H", "H", "H", "H", "H", "H"],
  "xyz": [[0.5452, -2.5209, 0.1528], [0.4101, -1.8277, 1.2279], [0.8950, -0.3506, 1.3318], [1.7341, 0.1020, 2.2223], [-0.0589, 0.5198, 0.6679], [-0.2411, 0.5282, -0.9077], [-0.7132, 1.8393, -1.3187], [-1.2876, -0.5236, -1.2361], [0.1006, -3.5432, 0.1500], [1.0539, -2.2662, -0.7512], [2.2500, -0.4758, 2.9785], [1.7607, 1.0900, 2.3607], [0.2483, 1.6129, 0.8886], [-1.0693, 0.3788, 1.0466], [0.4975, 0.0461, -1.5015], [-0.0534, 2.7253, -1.3101], [-0.6923, 1.8407, -2.3419], [-1.6482, 1.9425, -0.7867], [-2.1362, -0.5855, -0.5645], [-1.5950, -0.5320, -2.3086]],
  "forces_ev_per_a": [[-0.686, 0.034, 2.180], [1.403, 1.329, -0.905], [-1.855, -4.139, -0.647], [0.593, -3.291, 0.804], [0.269, 3.101, -2.091], [-1.356, -3.105, 1.807], [0.845, 1.726, 0.581], [-2.164, -0.300, -1.112], [0.239, 0.778, 0.118], [0.452, 0.599, -0.518], [0.130, -0.379, -0.426], [0.334, 3.791, 0.345], [-0.565, -1.652, -0.041], [-0.058, -0.072, 0.322], [1.816, 0.595, -0.067], [0.134, -0.287, 1.601], [-1.627, -0.410, -3.021], [-0.427, 0.855, -0.492], [1.834, 0.505, -1.807], [0.689, 0.321, 3.369]],
  "nbo_charge": [-0.016, -0.425, 0.153, -0.419, -0.451, -0.046, -0.640, -0.891, 0.169, 0.153, 0.209, 0.189, 0.212, 0.219, 0.203, 0.216, 0.215, 0.216, 0.366, 0.369]
}

{
  "formula": "H41O21",
  "method": "the ωB97M-V functional and the def2-TZVPD basis",
  "homo_energy_ev": -7.38,
  "largest_force_ha_per_bohr": 0.051,
  "e_above_lowest_kj_mol": 224.7,
  "e_lumo_ev": 2.2038,
  "homo_lumo_gap_ev": 9.584,
  "charge": -1,
  "species": ["O", "H", "H", "O", "H", "H", "O", "H", "H", "O", "H", "H", "O", "H", "H", "O", "H", "H", "O", "H", "H", "O", "H", "H", "O", "H", "H", "O", "H", "H", "O", "H", "H", "O", "H", "H", "O", "H", "H", "O", "H", "H", "O", "H", "H", "O", "H", "O", "H", "H", "O", "H", "H", "O", "H", "H", "O", "H", "H", "O", "H", "H"],
  "xyz": [[-0.8573, -1.5088, -1.4373], [-0.9587, -1.3271, -0.4817], [-1.7802, -1.8622, -1.4777], [-0.4070, 0.1318, 4.5807], [2.9641, -2.0201, 1.2685], [-1.2462, -0.3163, 4.3414], [-2.5352, -2.8822, 0.3593], [-2.7100, -1.9972, 0.7590], [-3.1853, -3.5423, 0.6084], [-0.0164, -3.7564, 1.5176], [-0.9568, -3.5160, 1.4495], [-0.0107, -4.4904, 0.8944], [1.0271, 3.4045, -4.0214], [0.2002, 3.7801, -3.6925], [0.5508, 2.7892, -4.6168], [2.5883, 3.5566, -1.0944], [2.6860, 4.4236, -1.4749], [2.6352, 3.5869, -0.0994], [-0.5161, -0.8611, 1.2439], [-0.1358, 0.0070, 1.4311], [0.3660, -0.3962, 4.3723], [-2.8624, 0.3078, 3.6516], [-3.0831, -0.1564, 2.7798], [-3.5442, 0.1965, 4.3132], [2.1599, -0.5456, 0.0733], [2.6961, -0.5385, -0.7115], [1.4488, 0.1045, 0.0665], [-3.0273, -0.3865, 1.2466], [-1.5287, -0.5715, 1.2597], [-3.2093, 0.3919, 0.7271], [-0.5371, -3.8662, -3.2773], [-1.0590, 1.8102, 3.2555], [-0.9570, -4.6963, -2.9831], [-3.8645, -2.5232, 2.6348], [-3.6977, -2.6663, 3.5773], [-4.0137, -1.6404, 2.2646], [1.8576, 0.7603, -5.5388], [2.4035, 0.8675, -4.7388], [1.0073, 1.0013, -5.1223], [0.2823, 2.2628, -1.7173], [0.2252, 2.0021, -2.6290], [1.1527, 2.6486, -1.4859], [1.8653, 3.1236, 1.5386], [1.6259, 2.7525, 2.3912], [1.0199, 2.9638, 1.0932], [-0.5650, 2.3111, 2.5633], [-0.8580, 1.8481, 1.7688], [1.4409, -3.2082, -1.3663], [1.9405, -3.3040, -0.5343], [0.8100, -2.4940, -1.2003], [4.7524, 0.2262, 2.9610], [4.6853, -0.2703, 2.1385], [4.0797, -0.1188, 3.5548], [-0.8105, 1.3114, -5.0112], [-0.8988, 0.8517, -5.8314], [-0.7654, 0.8866, -4.1389], [-1.1295, 5.0422, -1.2457], [-1.1827, 5.2745, -0.3223], [-0.4575, 4.3712, -1.3846], [2.9157, -2.8751, 1.7018], [1.9679, -3.0993, 1.7709], [0.0127, -3.5592, -2.5232]],
  "forces_ev_per_a": [[-1.784, -0.087, 0.421], [1.315, 0.445, 0.162], [0.995, -0.217, -0.858], [-0.063, 0.251, 0.522], [-0.536, 0.259, -0.128], [0.637, 0.224, -0.265], [0.776, -0.479, -0.817], [-0.663, -0.384, -0.013], [-0.249, 0.623, 0.400], [-0.226, -0.669, 0.012], [0.106, 0.749, -0.019], [0.411, -0.067, -0.085], [-1.235, -0.379, -0.870], [0.330, 0.781, 0.627], [0.930, 0.106, -0.366], [0.037, -0.750, 1.186], [0.049, 0.481, 0.091], [0.096, 0.233, -1.103], [-1.072, 1.140, 0.140], [0.414, -0.316, 0.200], [-0.337, -0.344, -0.228], [0.154, -0.066, 0.441], [0.113, 0.759, -0.065], [-0.277, -0.097, -0.108], [0.190, -0.410, 1.108], [-0.200, 0.482, -0.662], [0.249, -0.115, -0.636], [-0.054, -0.490, 0.163], [0.730, -0.669, 0.139], [-0.251, 0.212, -0.221], [-0.218, -0.486, 0.300], [0.578, 0.255, -0.256], [0.432, 0.713, -0.075], [-0.481, -1.685, 0.189], [-0.199, 1.113, -0.578], [0.345, 0.297, 0.682], [-0.053, 0.318, 1.318], [0.356, -0.193, -0.667], [0.171, -0.298, -0.861], [-0.831, -0.068, 1.709], [0.736, 0.173, -0.145], [0.077, -0.136, -0.916], [-0.403, -0.062, -0.486], [0.233, -0.044, 0.462], [0.183, 0.254, -0.086], [-0.635, -0.543, 0.266], [-0.189, 0.178, -0.059], [0.628, -0.228, 0.368], [-0.361, 0.099, -0.405], [-0.210, 0.287, 0.250], [0.257, 0.205, 0.047], [-0.230, -0.039, 0.190], [-0.049, -0.175, -0.233], [0.279, 2.229, 1.365], [-0.171, -1.412, 0.029], [-0.580, -1.049, -1.148], [-0.361, 0.479, -0.762], [0.259, -0.224, 0.348], [0.079, -0.437, 0.424], [-0.025, -0.601, 0.168], [0.167, 0.378, -0.067], [-0.368, -0.504, -0.541]],
  "nbo_charge": [-1.003, 0.501, 0.490, -0.999, 0.484, 0.509, -1.030, 0.520, 0.483, -0.976, 0.507, 0.461, -0.946, 0.465, 0.475, -0.983, 0.484, 0.519, -1.014, 0.441, 0.473, -1.033, 0.512, 0.462, -0.977, 0.483, 0.499, -1.220, 0.494, 0.466, -0.973, 0.524, 0.455, -1.013, 0.482, 0.515, -0.949, 0.467, 0.459, -1.007, 0.466, 0.507, -0.972, 0.508, 0.476, -0.989, 0.463, -1.003, 0.490, 0.508, -0.949, 0.476, 0.473, -0.997, 0.514, 0.518, -0.968, 0.473, 0.489, -0.997, 0.504, 0.504]
}